Below is an isolated molecule of C15H20N8O3S, with properties calculated with ωB97M-V/def2-TZVPD.

For the total energy, the calculation gives -44776.971 eV. The relative energy (zero: lowest compared OMol25 entry of this formula, charge and spin) comes out at 0.0 kJ/mol. The value obtained for the HOMO energy is -0.3114 hartree. Its largest force on an atom is 4.617 eV/Å. For the LUMO energy, the calculation gives 0.30 eV. The HOMO-LUMO gap comes out at 8.78 eV. The SMILES is CC1=NN(c2nc(N)nc(Cn3ccc(=O)c(S(N)(=O)=O)c3)n2)C(C)(C)C1.

XYZ file:
```
47
C15H20N8O3S, DFT ωB97M-V/def2-TZVPD
S -3.08 -1.79 0.47
O -3.27 -1.43 1.88
O -3.11 -0.68 -0.43
O -2.56 -4.47 1.57
N 3.97 -0.24 2.03
N 3.00 -1.35 0.35
N 1.49 -0.25 -1.00
N -4.35 -2.77 0.09
N 0.13 1.93 -1.88
N 2.52 0.83 0.72
N 0.57 -3.20 -0.59
N 0.90 1.95 -0.72
C 1.50 3.88 0.84
C -1.61 -2.78 0.30
C 2.20 -1.33 -0.66
C -0.27 -4.68 1.08
C -1.55 -4.00 1.06
C -0.44 2.32 1.30
C 0.73 -4.30 0.26
C -1.59 3.26 -3.06
C 3.19 -0.23 0.96
C -0.67 2.95 -1.95
C -0.57 -2.38 -0.52
C 0.42 3.00 0.17
C 1.80 -2.65 -1.27
C -0.53 3.81 -0.79
C 1.64 0.83 -0.28
H -0.12 -5.49 1.78
H -0.93 3.11 1.87
H 2.63 -3.37 -1.17
H 1.02 4.63 1.53
H -1.38 4.25 -3.52
H 1.70 -4.87 0.27
H -1.59 2.54 -3.88
H -2.60 3.33 -2.65
H -4.23 -3.61 0.70
H 2.05 4.47 0.10
H 3.81 -1.05 2.62
H 1.63 -2.52 -2.32
H -0.13 4.74 -1.10
H -0.70 -1.43 -1.02
H -5.11 -2.24 0.46
H 2.24 3.28 1.40
H -1.55 3.97 -0.33
H 0.15 1.71 1.96
H 3.90 0.64 2.52
H -1.20 1.69 0.86
```

Okay, here come the Mulliken numbers, in e, for every atom: number 1, S, carries 1.37; number 2, O, carries -0.68; number 3, O, carries -0.69; number 4, O, carries -0.72; number 5, N, carries -0.54; number 6, N, carries -0.64; number 7, N, carries -0.55; number 8, N, carries -0.67; number 9, N, carries -1.11; number 10, N, carries -0.25; number 11, N, carries 0.10; number 12, N, carries 0.71; number 13, C, carries -1.56; number 14, C, carries -0.66; number 15, C, carries 0.85; number 16, C, carries -0.73; number 17, C, carries 0.93; number 18, C, carries -1.83; number 19, C, carries -0.11; number 20, C, carries -1.36; number 21, C, carries 0.40; number 22, C, carries 0.83; number 23, C, carries -0.17; number 24, C, carries 1.04; number 25, C, carries -1.23; number 26, C, carries -0.83; number 27, C, carries 0.55; number 28, H, carries 0.40; number 29, H, carries 0.48; number 30, H, carries 0.49; number 31, H, carries 0.34; number 32, H, carries 0.32; number 33, H, carries 0.26; number 34, H, carries 0.33; number 35, H, carries 0.32; number 36, H, carries 0.34; number 37, H, carries 0.43; number 38, H, carries 0.24; number 39, H, carries 0.37; number 40, H, carries 0.43; number 41, H, carries 0.71; number 42, H, carries 0.34; number 43, H, carries 0.27; number 44, H, carries 0.33; number 45, H, carries 0.38; number 46, H, carries 0.26; number 47, H, carries 0.48